No. 1
{"formula": "C36H57F2N3O6S3", "method": "ωB97M-V with the def2-TZVPD basis set", "gap_ha": 0.2913, "fmax_ev_per_a": 1.66, "lumo_energy_ev": -0.3, "homo_ev": -8.2, "smiles": "C=C[C@@H](O[C@@H](CCCSC(=S)N(CC)CC)CCC(=O)O)[C@](N)(CCCCS(=O)(=O)O)NCCCC.Fc1ccccc1.Fc1ccccc1", "energy_ev": -92949.235, "symbols": ["C", "C", "C", "O", "C", "C", "C", "C", "S", "C", "S", "N", "C", "C", "C", "C", "C", "C", "C", "O", "O", "C", "N", "C", "C", "C", "C", "S", "O", "O", "O", "N", "C", "C", "C", "C", "H", "H", "H", "H", "H", "H", "H", "H", "H", "H", "H", "H", "H", "H", "H", "H", "H", "H", "H", "H", "H", "H", "H", "H", "H", "H", "H", "H", "H", "H", "H", "H", "H", "H", "H", "H", "H", "H", "H", "H", "H", "H", "H", "H", "H", "H", "H", "F", "C", "C", "C", "C", "C", "C", "H", "H", "H", "H", "H", "F", "C", "C", "C", "C", "C", "C", "H", "H", "H", "H", "H"], "positions_angstrom": [[-5.546184, -1.244826, 1.900080], [-4.218614, -1.288264, 1.612332], [-3.735461, -1.163714, 0.198758], [-2.676551, -0.245740, -0.010341], [-1.571748, -0.256383, 0.893941], [-0.298700, -0.105293, 0.031085], [-0.031403, 1.332334, -0.428201], [1.371122, 1.444580, -1.038338], [1.549133, 3.094210, -1.780621], [2.968564, 2.983607, -2.874154], [2.923971, 1.924200, -4.103358], [4.051973, 3.838610, -2.568675], [4.608713, 4.480275, -3.772134], [3.526381, 5.135313, -4.656741], [5.057558, 2.983906, -1.883850], [6.442397, 3.604204, -1.782205], [-1.783850, 0.878985, 1.889306], [-0.650836, 1.161055, 2.887441], [0.047750, -0.067076, 3.415401], [-0.525522, -1.062144, 3.734774], [1.404633, 0.038578, 3.543621], [-3.546531, -2.590931, -0.454944], [-2.153650, -2.995411, -0.519745], [-4.120994, -2.623190, -1.909104], [-3.896512, -1.363265, -2.768076], [-2.406163, -1.042735, -2.955603], [-1.915991, -1.501438, -4.348397], [-0.263201, -0.908023, -4.589977], [0.318686, -1.407300, -5.794453], [0.444705, -1.172907, -3.371771], [-0.511821, 0.660175, -4.665708], [-4.308588, -3.560539, 0.384001], [-4.327029, -4.933946, -0.149247], [-4.408496, -5.975131, 0.975788], [-3.054697, -6.351391, 1.564699], [-2.037104, -6.855241, 0.535972], [-6.155576, -0.421896, 1.538779], [-5.959884, -2.020892, 2.537712], [-3.512297, -1.375987, 2.437678], [-4.588929, -0.717379, -0.326136], [-1.449750, -1.200418, 1.425846], [0.545735, -0.442753, 0.649271], [-0.337128, -0.793349, -0.804207], [-0.740511, 1.568095, -1.224195], [-0.070081, 2.045557, 0.392579], [2.137777, 1.332315, -0.268788], [1.523374, 0.641789, -1.752236], [5.303239, 5.263740, -3.484136], [5.147569, 3.744459, -4.378511], [3.837237, 6.152317, -4.896840], [2.566356, 5.208743, -4.149618], [3.447872, 4.588656, -5.592633], [4.692283, 2.819842, -0.866519], [5.137234, 2.002297, -2.341496], [6.993512, 3.204394, -0.932591], [6.417000, 4.688094, -1.666847], [7.044937, 3.404627, -2.669265], [-1.927274, 1.780417, 1.291198], [-2.702470, 0.728115, 2.455554], [0.075767, 1.885457, 2.528183], [-1.110620, 1.626440, 3.763048], [1.591943, 0.870595, 4.000802], [-1.863401, -3.433691, 0.347460], [-2.000301, -3.638073, -1.282295], [-5.201089, -2.773271, -1.818365], [-3.755416, -3.476991, -2.484356], [-4.479457, -0.523474, -2.395160], [-4.323218, -1.562201, -3.756975], [-1.789358, -1.418612, -2.155149], [-2.293150, 0.043428, -2.941444], [-2.587050, -1.094616, -5.101721], [-1.884234, -2.589304, -4.371194], [0.366217, 1.077349, -4.759603], [-5.273949, -3.250130, 0.342654], [-3.493398, -5.166626, -0.808738], [-5.230683, -5.068865, -0.757271], [-5.033784, -5.529812, 1.752593], [-4.909884, -6.857936, 0.573602], [-3.210032, -7.155698, 2.289966], [-2.615999, -5.532700, 2.139138], [-1.219026, -7.367825, 1.038742], [-2.490496, -7.476422, -0.236789], [-1.580245, -6.005618, 0.020681], [0.708676, 3.383404, 4.392021], [0.192610, 4.522474, 4.914696], [1.055866, 5.490715, 5.382248], [0.523985, 6.656956, 5.912330], [-0.851781, 6.832186, 5.974340], [-1.699882, 5.841032, 5.500615], [-1.177479, 4.674962, 4.960341], [2.124452, 5.330349, 5.330195], [1.186152, 7.430090, 6.277624], [-1.262199, 7.741723, 6.391684], [-2.771984, 5.974246, 5.551119], [-1.821598, 3.894054, 4.578361], [5.933718, 0.459353, -1.118964], [5.641378, -0.626542, -0.371282], [6.295159, -1.816434, -0.623581], [5.980277, -2.924581, 0.148565], [5.016297, -2.831003, 1.145272], [4.369768, -1.624709, 1.374634], [4.688333, -0.509052, 0.614257], [7.034168, -1.867600, -1.412043], [6.486837, -3.863638, -0.030283], [4.768686, -3.698875, 1.741917], [3.612797, -1.538484, 2.142039], [4.200461, 0.442040, 0.779930]], "atomic_forces_ev_per_a": [[0.851, 0.045, -0.049], [-0.379, 0.391, 0.401], [-0.441, 1.397, 0.420], [-0.093, -0.442, -0.237], [0.578, -0.100, -0.592], [0.211, 0.548, 1.190], [0.612, -0.520, -0.712], [-0.050, -0.398, 0.001], [0.578, 0.400, 0.371], [-0.721, -0.459, 0.282], [0.092, -0.016, -0.311], [0.068, -0.153, -0.642], [-0.399, -0.008, -0.642], [0.605, 0.133, 0.144], [0.107, 0.410, 1.067], [0.289, 0.340, -0.240], [0.132, 0.202, 0.026], [-0.123, 0.084, 0.116], [-0.241, 0.417, 0.134], [-0.014, -0.533, -0.223], [0.054, -0.162, 0.468], [-0.036, -0.937, -0.390], [0.048, 0.418, 0.388], [-0.324, 1.020, -0.005], [0.210, -0.767, -0.112], [-0.404, 1.072, -0.778], [-0.314, 0.550, 1.000], [0.365, -0.822, 0.664], [-0.255, 0.291, -0.437], [0.199, 0.042, 0.232], [-0.127, -0.223, -0.406], [0.493, -0.156, -0.652], [-0.809, -0.346, 0.041], [0.314, 0.641, -0.209], [0.072, -0.618, 0.149], [0.083, 0.745, 0.052], [-0.529, -0.914, -1.191], [-0.011, 0.992, 1.189], [0.131, -1.622, -0.312], [0.036, -0.017, -0.097], [-0.429, -0.134, -0.080], [0.038, 0.074, -0.018], [-0.119, -0.037, -0.161], [-0.216, 0.331, 0.250], [-0.381, 0.071, -0.083], [-0.043, 0.086, 0.048], [-0.012, 0.077, -0.426], [0.103, -0.200, 0.366], [0.149, 0.035, 0.037], [-0.054, 0.016, -0.058], [-0.084, -0.128, -0.083], [-0.390, -0.010, 0.015], [-0.157, -0.059, -0.054], [-0.126, 0.087, -0.375], [-0.130, -0.146, 0.032], [-0.150, -0.010, 0.163], [-0.063, -0.014, -0.048], [-0.177, 0.049, 0.127], [-0.072, -0.187, -0.158], [0.038, -0.109, -0.216], [0.077, 0.023, 0.055], [0.176, 0.155, -0.392], [0.013, 0.026, 0.003], [0.069, -0.080, 0.054], [-0.022, -0.003, -0.005], [0.193, -0.180, 0.306], [0.260, 0.125, 0.226], [-0.116, -0.040, 0.047], [0.045, -0.237, 0.016], [0.051, 0.013, 0.142], [0.202, -0.147, -0.289], [0.245, -0.026, -0.418], [0.079, 0.199, 0.174], [0.012, 0.114, 0.468], [0.157, 0.237, 0.074], [0.097, 0.007, -0.163], [-0.129, -0.237, 0.057], [0.042, -0.120, 0.129], [-0.092, 0.057, 0.060], [-0.101, 0.159, -0.099], [-0.044, -0.239, -0.121], [0.022, -0.244, 0.146], [0.013, -0.051, -0.089], [0.083, 0.008, 0.052], [-0.081, 0.213, 0.101], [0.200, -0.030, -0.014], [-0.117, -0.037, -0.012], [-0.007, 0.040, 0.017], [0.096, 0.045, 0.020], [-0.099, -0.156, -0.070], [-0.010, -0.014, -0.022], [0.018, -0.013, 0.005], [-0.003, -0.003, -0.002], [-0.006, -0.012, -0.020], [0.012, -0.004, 0.005], [0.207, -0.230, 0.100], [0.007, -0.227, 0.021], [0.126, 0.039, -0.129], [-0.116, 0.072, 0.092], [0.007, -0.055, 0.015], [0.048, -0.012, -0.028], [-0.163, 0.126, 0.100], [-0.007, 0.025, 0.003], [-0.003, 0.006, -0.020], [-0.001, 0.005, -0.006], [-0.020, -0.033, 0.045], [-0.002, 0.022, -0.013]]}

No. 2
{"formula": "C36H57N4O10PSbSi3TeTi", "method": "ωB97M-V with the def2-TZVPD basis set", "relative_energy_kcal_mol": 23.4, "charge": -1, "gap_ha": 0.1728, "fmax_ev_per_a": 3.10, "lumo_energy_ev": 1.0, "homo_ev": -3.7, "energy_ev": -134562.128, "symbols": ["Ti", "C", "Sb", "C", "C", "C", "C", "C", "C", "N", "Si", "C", "C", "C", "C", "C", "C", "C", "C", "C", "N", "Si", "C", "C", "C", "Si", "C", "C", "C", "H", "H", "H", "H", "H", "H", "H", "H", "H", "H", "H", "H", "H", "H", "H", "H", "H", "H", "H", "H", "H", "H", "H", "H", "H", "H", "H", "H", "H", "H", "H", "H", "H", "H", "H", "H", "H", "H", "O", "C", "O", "C", "C", "C", "C", "C", "C", "N", "O", "O", "N", "O", "O", "H", "H", "H", "C", "C", "O", "P", "O", "Te", "O", "C", "C", "H", "H", "H", "H", "H", "H", "H", "H", "H", "H", "C", "O", "C", "C", "H", "H", "H", "H", "H", "H"], "positions_angstrom": [[0.062065, -0.060826, -0.419290], [4.757839, -0.749229, -1.942288], [2.605942, -1.023444, -2.073786], [2.204788, 0.122167, -0.209476], [2.540094, 1.515306, -0.626287], [2.676185, 2.618805, 0.241538], [2.927452, 3.874505, -0.264370], [3.060938, 4.055588, -1.636158], [2.959425, 2.930713, -2.426773], [2.724165, 1.713604, -1.941550], [2.800085, -0.286687, 1.539056], [2.860676, -2.042102, 2.221586], [1.756137, 0.603230, 2.855930], [4.581075, 0.346883, 1.685107], [2.419599, -3.223390, -1.625180], [1.351267, -3.373960, -0.548996], [0.972359, -4.634635, -0.136922], [-0.130451, -4.777378, 0.781410], [-0.718305, -3.712661, 1.336352], [-0.179775, -2.339219, 1.029894], [0.775422, -2.249155, -0.078774], [4.034894, -4.119065, -1.273374], [5.194631, -3.975602, -2.763707], [3.904081, -5.978430, -0.987336], [5.009038, -3.566067, 0.238268], [1.612793, -3.823540, -3.239973], [-0.048465, -2.970923, -3.438451], [1.250267, -5.663626, -3.401931], [2.628644, -3.410261, -4.777285], [4.915181, 0.305547, -1.722121], [5.221038, -0.981725, -2.901629], [5.208333, -1.361193, -1.168642], [2.584324, 2.484132, 1.309752], [3.019692, 4.718862, 0.409049], [3.243611, 5.030068, -2.069486], [3.071601, 2.990598, -3.506439], [2.156879, -2.137211, 3.052510], [3.862943, -2.237852, 2.610737], [2.617243, -2.816941, 1.496086], [0.961487, -0.060842, 3.212658], [1.276985, 1.512923, 2.498127], [2.380195, 0.864976, 3.717637], [5.287761, -0.469895, 1.506983], [4.776972, 0.741121, 2.689275], [4.804929, 1.139979, 0.966582], [1.459641, -5.506784, -0.544047], [-0.491236, -5.775182, 1.016769], [-1.530052, -3.805947, 2.049703], [0.291968, -1.940894, 1.950760], [5.111052, -4.861042, -3.401685], [6.231459, -3.910453, -2.417977], [4.993143, -3.100348, -3.379058], [3.298080, -6.487429, -1.737513], [3.486117, -6.201775, -0.003070], [4.915862, -6.400693, -1.030529], [4.964867, -2.494507, 0.427512], [6.058325, -3.843917, 0.087769], [4.650483, -4.074002, 1.135185], [-0.435419, -2.641042, -2.470120], [-0.774274, -3.656972, -3.887634], [0.033913, -2.087069, -4.074479], [0.648905, -6.037692, -2.571582], [2.154346, -6.273501, -3.483150], [0.677970, -5.801181, -4.327427], [3.056971, -2.403697, -4.730970], [1.963178, -3.446202, -5.647838], [3.441430, -4.121192, -4.945271], [-0.605794, 3.366064, -0.608309], [-0.650342, 2.664667, 0.362769], [-0.057671, 1.479701, 0.494524], [-1.371834, 3.132535, 1.593925], [-1.839999, 4.432208, 1.630998], [-2.578447, 4.845341, 2.720858], [-2.853383, 4.010998, 3.783765], [-2.345541, 2.729597, 3.732171], [-1.613342, 2.271818, 2.655385], [-2.604124, 1.825686, 4.873845], [-3.269819, 2.261541, 5.792152], [-2.147690, 0.707773, 4.818677], [-3.108413, 6.225165, 2.749711], [-3.708225, 6.577583, 3.744047], [-2.905751, 6.923315, 1.780579], [-1.628290, 5.112334, 0.817266], [-3.441918, 4.347853, 4.622299], [-1.241718, 1.258667, 2.632891], [-3.855987, -1.495737, -4.335345], [-3.927579, -0.053871, -3.886941], [-3.666276, 0.031669, -2.479405], [-2.610114, 1.134899, -1.948634], [-2.732552, 1.167807, -0.471532], [-0.469528, 0.814402, -2.967366], [-3.161667, 2.483526, -2.645224], [-4.385998, 3.052497, -2.147559], [-4.118304, 4.468654, -1.686406], [-4.181719, -1.572695, -5.375377], [-4.506984, -2.118502, -3.719376], [-2.832375, -1.867550, -4.258163], [-4.920952, 0.362437, -4.072292], [-3.207520, 0.544998, -4.446892], [-4.774990, 2.449963, -1.325539], [-5.113183, 3.032955, -2.961554], [-3.417241, 4.457002, -0.848393], [-5.047024, 4.948731, -1.369811], [-3.669038, 5.051621, -2.492305], [-2.655330, -2.448205, -0.966984], [-1.638134, -1.497587, -0.685844], [-1.204932, -1.276726, 0.650759], [-2.295495, -1.061020, 1.656532], [-2.456889, -3.373884, -0.431244], [-2.630006, -2.631535, -2.035946], [-3.631872, -2.042216, -0.698288], [-2.911225, -1.960989, 1.755245], [-2.941338, -0.230327, 1.375000], [-1.855715, -0.861989, 2.637174]], "atomic_forces_ev_per_a": [[0.679, -2.910, -0.816], [-0.061, 0.039, -0.244], [0.384, -0.099, 0.273], [-0.162, 0.127, -0.162], [0.182, 0.051, -0.018], [-0.007, -0.075, 0.123], [0.001, -0.012, 0.046], [0.006, 0.026, -0.035], [-0.031, -0.129, -0.004], [-0.001, 0.047, -0.050], [0.219, 0.010, 0.019], [-0.017, -0.161, -0.128], [-0.084, 0.170, -0.029], [0.097, 0.147, -0.022], [-0.035, 0.165, 0.140], [0.077, 0.189, -0.007], [0.010, -0.071, 0.093], [0.108, -0.080, -0.072], [0.091, 0.022, -0.058], [-0.055, 0.090, 0.163], [-0.319, 0.231, -0.148], [0.110, -0.132, 0.007], [-0.024, 0.052, -0.049], [-0.034, -0.117, 0.031], [-0.026, 0.133, 0.080], [-0.278, 0.020, -0.163], [-0.023, 0.007, 0.089], [0.135, -0.168, 0.025], [0.113, 0.034, -0.021], [-0.020, -0.028, 0.022], [0.005, 0.035, 0.038], [0.024, 0.013, -0.001], [-0.020, 0.026, -0.032], [-0.009, -0.017, 0.013], [-0.004, -0.034, 0.003], [-0.005, 0.018, 0.045], [0.047, -0.006, -0.049], [-0.034, 0.018, 0.007], [0.046, -0.004, 0.077], [0.019, 0.027, -0.026], [0.010, 0.001, 0.075], [-0.011, -0.101, -0.027], [-0.042, 0.042, -0.005], [0.007, -0.074, -0.066], [0.006, -0.041, 0.077], [-0.072, 0.064, 0.052], [0.025, 0.002, -0.011], [-0.006, -0.014, -0.062], [-0.025, -0.003, 0.041], [-0.008, 0.058, 0.025], [-0.067, -0.024, -0.023], [0.060, -0.033, -0.027], [0.034, -0.027, 0.032], [0.031, 0.008, -0.056], [-0.055, 0.050, 0.006], [0.029, -0.037, 0.071], [-0.066, 0.008, 0.011], [-0.004, 0.015, -0.024], [0.024, -0.024, -0.109], [0.034, 0.012, -0.001], [-0.037, -0.037, 0.030], [0.015, 0.018, -0.055], [-0.071, 0.022, -0.014], [0.049, 0.031, 0.060], [-0.036, -0.075, -0.082], [0.043, 0.004, 0.081], [-0.047, 0.054, 0.003], [0.196, 0.216, -0.239], [0.275, -0.269, 0.357], [-0.769, 2.112, 0.642], [-0.028, -0.368, 0.133], [-0.013, 0.275, -0.139], [-0.040, -0.010, 0.024], [-0.151, 0.109, 0.240], [0.024, 0.057, 0.000], [0.074, -0.129, -0.015], [-0.146, 0.142, -0.136], [-0.001, 0.041, 0.051], [0.127, -0.153, -0.011], [0.121, -0.108, 0.033], [-0.078, -0.008, 0.090], [0.014, 0.047, -0.098], [-0.044, -0.086, -0.034], [0.020, 0.002, 0.019], [0.006, 0.024, -0.019], [0.006, 0.001, 0.030], [0.000, -0.094, -0.016], [0.025, -0.032, -0.148], [-0.776, 0.342, -0.419], [0.268, 0.003, 0.000], [-0.146, 0.086, -0.100], [0.013, -0.002, 0.058], [0.064, 0.081, 0.048], [0.102, -0.043, 0.047], [0.033, -0.025, 0.019], [0.010, -0.007, -0.025], [-0.035, 0.001, 0.004], [-0.011, 0.033, 0.070], [0.052, 0.059, 0.007], [0.004, -0.039, 0.011], [0.013, -0.018, -0.056], [-0.055, 0.012, -0.067], [0.026, 0.004, -0.005], [-0.048, -0.006, 0.032], [-0.087, 0.029, -0.034], [0.197, 0.615, 0.240], [-0.096, -0.703, 0.259], [-0.053, 0.347, -0.044], [0.030, -0.060, 0.029], [-0.006, 0.007, -0.056], [-0.011, 0.015, 0.030], [-0.007, -0.028, 0.015], [-0.001, 0.015, 0.014], [-0.024, -0.041, -0.005]]}